Below is C16H24O12Rb as an isolated structure, with properties calculated with ωB97M-V/def2-TZVPD.

Geometry (Å):
Rb: -0.6363 -0.4058 0.3673
O: 4.0939 -1.6281 1.0629
O: -0.9209 2.5245 0.6357
O: 0.6031 3.2275 -1.9456
O: 1.6343 2.0132 -3.4695
O: -2.4553 -2.6837 0.0674
O: -1.2564 4.6335 1.3035
O: -4.1968 -3.9701 0.6590
O: 3.0845 -3.4807 1.6986
O: -2.2520 3.9073 -0.5257
O: 1.8665 -1.6349 1.2610
O: 0.5826 0.9784 -1.8059
O: -2.1476 -4.7467 0.9173
C: -4.3811 -5.3658 0.8273
C: -2.8872 -3.7133 0.4842
C: 5.1663 -2.5637 1.2815
C: 1.7481 5.3358 -2.2706
C: 0.8883 1.9776 -2.3616
C: -1.9099 5.7902 0.7826
C: 2.9279 -2.1899 1.3493
C: -2.4659 5.3430 -0.5871
C: -2.9875 -5.9060 1.1221
C: 4.8988 -5.0947 1.7238
C: -2.7472 -6.4840 2.4951
C: -3.9481 5.5285 -0.8494
C: 4.4583 -3.6814 2.0609
C: 1.8076 3.3346 -3.9389
C: -1.4194 3.5977 0.4618
C: 1.0051 4.1842 -2.9068
H: -4.1838 5.0837 -1.8175
H: -2.7065 6.0703 1.4713
H: -4.6146 5.1408 -0.0867
H: -1.8568 5.7657 -1.3868
H: -4.1386 6.5936 -1.0241
H: -2.8982 -5.7632 3.2983
H: -4.7907 -5.8859 -0.0398
H: -1.7426 -6.9013 2.5364
H: 2.8683 3.5866 -3.9020
H: 4.5515 -3.4836 3.1334
H: 4.6021 -5.3386 0.7058
H: 5.9725 -5.1679 1.8936
H: 1.1935 5.6494 -1.3816
H: -2.7190 -6.6072 0.3301
H: 2.7540 5.1354 -1.8965
H: 5.5706 -2.8970 0.3270
H: 5.9185 -2.0821 1.9000
H: 4.4150 -5.8077 2.3906
H: -5.0738 -5.5062 1.6589
H: -3.4591 -7.2906 2.6858
H: -1.2243 6.6211 0.6340
H: 1.8332 6.1836 -2.9497
H: 1.4577 3.5260 -4.9501
H: 0.1173 4.5479 -3.4308

Output
HOMO-LUMO gap, Eh: 0.428
Total charge: +1
LUMO level, eV: -1.69
HOMO energy, eV: -13.33
Max |F|, eV/A: 1.57
Total energy, Eh: -1550.98825